Formula: C12H43N17O9
Source: OMol25
Level of theory: the ωB97M-V functional and the def2-TZVPD basis

Calculated values
Total charge: -1
F_max, eV Å⁻¹: 7.42
Relative energy (zero: lowest compared OMol25 entry of this formula, charge and spin), kJ/mol: 0.0
Molecular weight, g mol⁻¹: 569.6
E_HOMO (spin up / spin down), eV: 0.098 / -6.661
Lowest unoccupied orbital energy (spin up / spin down), eV: 1.66 / 1.66
⟨S²⟩: 0.750
2S+1: 2

Last column: Löwdin spin population.
Cartesian coordinates (Å):
C1 -0.140 -3.799 2.184  0.005
C2 -1.234 -3.382 1.163  0.019
C3 -2.151 -2.386 1.792  0.005
O1 -2.829 -2.984 2.884  0.006
C4 -3.647 -4.112 2.799  0.052
N1 -0.703 -3.064 -0.102  0.004
H1 0.296 -2.943 2.699  0.000
H2 0.620 -4.431 1.727  0.002
H3 -0.541 -4.421 2.984  0.002
H4 -1.911 -4.194 0.898  0.020
H5 -2.807 -1.954 1.036  0.005
H6 -1.503 -1.590 2.159  0.000
H7 -3.888 -4.301 3.845  0.004
H8 -3.148 -5.011 2.436  0.016
H9 -4.646 -4.031 2.371  0.023
H10 -0.199 -3.824 -0.535  0.010
H11 -1.451 -2.915 -0.765  0.003
C5 0.673 0.139 0.162  0.000
O2 1.269 1.194 0.296  0.000
N2 -0.427 -0.077 -0.469  0.001
N3 1.031 -0.926 0.722  0.000
H12 -0.955 0.653 -0.925  0.001
H13 -0.816 -1.008 -0.426  0.001
H14 1.845 -1.079 1.300  0.000
H15 0.453 -1.731 0.530  0.000
C6 -1.247 3.442 -1.322  0.000
O3 -1.856 2.509 -1.801  0.003
N4 -0.113 3.351 -0.700  0.000
N5 -1.642 4.671 -1.576  0.000
H16 0.392 2.478 -0.752  0.000
H17 0.254 4.243 -0.399  0.000
H18 -1.261 5.428 -1.026  0.000
H19 -2.370 4.817 -2.261  0.000
C7 4.338 -0.124 -0.353  0.000
O4 3.695 -0.163 -1.363  0.001
N6 4.961 0.942 0.092  0.000
N7 4.397 -1.126 0.413  0.000
H20 4.775 1.817 -0.377  0.000
H21 5.703 0.880 0.775  0.000
H22 4.047 -1.960 -0.037  0.001
H23 4.919 -1.095 1.277  0.000
C8 -4.086 0.574 0.396  0.006
O5 -4.020 1.510 1.161  0.001
N8 -5.077 -0.277 0.507  0.009
N9 -3.383 0.333 -0.656  0.003
H24 -5.136 -1.020 -0.174  0.013
H25 -5.949 0.145 0.796  0.005
H26 -2.696 1.037 -0.888  0.000
H27 -3.374 -0.601 -1.041  0.001
C9 4.158 4.252 -0.657  0.000
O6 4.949 3.596 -1.300  0.000
N10 4.059 5.543 -0.647  0.000
N11 3.232 3.697 0.082  0.000
H28 4.790 6.019 -1.156  0.000
H29 3.316 5.891 -0.058  0.000
H30 2.549 4.348 0.443  0.000
H31 3.052 2.707 0.004  0.000
C10 -3.987 -2.712 -2.036  0.183
O7 -2.850 -2.382 -1.783  0.056
N12 -4.965 -3.071 -1.155  0.116
N13 -4.482 -2.644 -3.267  0.083
H32 -5.745 -3.590 -1.532  0.165
H33 -4.637 -3.362 -0.245  0.041
H34 -4.031 -2.048 -3.946  0.016
H35 -5.411 -2.999 -3.441  0.113
C11 2.373 0.690 3.902  0.000
O8 2.556 0.771 5.083  0.000
N14 2.984 -0.058 3.077  0.000
N15 1.523 1.473 3.259  0.000
H36 2.857 0.158 2.098  0.000
H37 3.618 -0.741 3.465  0.000
H38 1.444 1.368 2.258  0.000
H39 0.913 1.990 3.876  0.000
C12 2.156 1.713 -3.911  0.000
O9 1.734 2.373 -4.818  0.000
N16 2.618 0.514 -3.999  0.000
N17 2.274 2.079 -2.648  0.000
H40 2.811 0.095 -4.898  0.000
H41 2.921 0.098 -3.130  0.000
H42 2.566 1.523 -1.857  0.000
H43 2.186 3.076 -2.518  0.000

Forces on the atoms, in the same order (eV/Å):
C -0.638 -0.551 -0.208
C -0.449 -2.643 1.157
C 0.115 0.125 -0.441
O 0.367 1.272 0.235
C -0.201 -0.597 0.895
N 1.395 1.677 -1.613
H 0.181 0.168 -0.284
H 0.225 0.243 -0.211
H -0.344 0.075 -0.023
H -0.052 -0.918 0.952
H -0.408 -0.009 0.038
H -0.472 0.342 0.551
H 0.112 -0.222 0.210
H 0.057 0.028 -0.319
H 0.168 0.566 -0.826
H 0.310 -0.262 0.406
H -0.543 0.276 -0.186
C -0.262 1.799 -0.347
O 1.764 2.885 -0.008
N -3.564 0.983 -2.756
N 2.990 -5.746 3.610
H 0.324 -0.039 -0.053
H -0.183 0.217 -0.385
H -0.342 0.377 -0.386
H 0.210 -0.720 -0.007
C -1.000 -0.831 -1.829
O -0.612 -1.907 -0.375
N 1.794 0.432 1.663
N -1.091 3.224 -0.142
H 0.498 0.103 0.748
H 0.670 -0.785 0.016
H -0.393 0.090 -0.543
H 0.061 0.013 0.545
C -0.004 2.861 -1.388
O -1.617 0.165 -2.746
N 1.156 2.550 0.747
N 0.358 -5.399 3.382
H 0.793 0.191 -0.314
H -0.328 0.233 -0.188
H 0.204 -0.305 0.717
H -0.189 -0.528 -0.304
C -1.237 1.424 1.175
O 0.895 1.873 0.801
N -3.382 -2.981 1.004
N 3.158 0.153 -2.466
H -0.510 0.116 -0.010
H 0.192 -0.413 0.266
H -0.006 -0.227 -0.337
H 0.319 0.307 -0.395
C 0.546 -2.265 -1.038
O 1.449 -0.542 -0.641
N 0.499 3.252 -0.361
N -2.242 -1.262 1.927
H -0.572 0.637 0.383
H 0.810 1.104 -0.529
H -0.299 -1.113 0.303
H -0.516 0.204 0.325
C -2.221 -0.340 -0.499
O 1.704 0.604 1.003
N 1.091 0.322 1.184
N -0.023 0.269 -1.825
H -0.561 -0.380 -0.029
H -0.046 -0.375 0.141
H 0.029 -0.357 0.038
H -0.154 0.134 -0.202
C -1.831 2.885 1.594
O 0.521 -0.551 2.848
N 3.418 -4.049 -2.964
N -1.739 1.772 -0.141
H 0.676 -0.512 0.128
H 0.043 0.183 -0.559
H -0.865 0.563 -0.080
H -0.096 0.111 -0.733
C 0.076 0.344 0.187
O -0.738 1.740 -1.620
N 1.421 -4.803 -1.391
N -0.877 3.651 2.930
H -0.283 0.011 0.384
H 0.381 -0.459 -0.563
H 0.120 -0.201 -0.540
H -0.208 -0.262 0.311

Formula: C12H43N17O9
Source: OMol25
Level of theory: the ωB97M-V functional and the def2-TZVPD basis

Calculated values
Total charge: 0
F_max, eV Å⁻¹: 9.57
Relative energy (zero: lowest compared OMol25 entry of this formula, charge and spin), kJ/mol: 750.0
Molecular weight, g mol⁻¹: 569.6
SMILES string: COC[C@H](C)N.NC(N)=O.NC(N)=O.NC(N)=O.NC(N)=O.NC(N)=O.NC(N)=O.NC(N)=O.NC(N)=O
E_HOMO, eV: -9.259
Lowest unoccupied orbital energy, eV: -0.02

Last column: Mulliken charge in e.
Cartesian coordinates (Å):
C1 -0.462 0.828 -6.957  -0.764
O1 -1.568 0.252 -6.341  -0.302
C2 -1.234 -0.132 -5.050  -0.514
C3 -2.579 -0.622 -4.429  0.148
C4 -3.495 0.657 -4.213  -1.258
N1 -2.254 -1.220 -3.099  -0.501
H1 -0.133 1.677 -6.357  0.339
H2 -0.797 1.226 -7.915  0.259
H3 0.379 0.144 -7.067  0.282
H4 -0.533 -0.967 -5.056  0.454
H5 -0.840 0.675 -4.432  0.208
H6 -3.117 -1.291 -5.101  0.278
H7 -3.951 1.102 -5.098  0.340
H8 -2.976 1.472 -3.710  0.254
H9 -4.364 0.352 -3.630  0.368
H10 -3.035 -1.632 -2.610  0.206
H11 -1.652 -2.015 -3.255  0.227
N2 1.805 -5.020 3.227  -0.362
C5 0.900 -4.211 3.569  0.709
N3 1.431 -3.005 3.786  -0.365
O2 -0.267 -4.497 3.712  -0.678
H12 2.671 -4.564 2.980  0.177
H13 1.582 -5.999 3.114  0.226
H14 2.387 -2.703 3.664  0.147
H15 0.876 -2.244 4.151  0.149
N4 3.658 -1.409 -2.322  -0.387
C6 3.803 -2.702 -2.230  0.702
N5 4.354 -3.252 -3.248  -0.409
O3 3.387 -3.336 -1.310  -0.675
H16 3.111 -0.913 -1.633  0.210
H17 4.007 -1.002 -3.177  0.151
H18 4.539 -2.817 -4.141  0.174
H19 4.421 -4.256 -3.164  0.222
N6 -4.054 -2.305 2.214  -0.433
C7 -4.604 -2.791 1.148  0.719
N7 -5.445 -2.002 0.561  -0.418
O4 -4.281 -3.837 0.650  -0.659
H20 -3.371 -2.937 2.608  0.258
H21 -4.179 -1.306 2.289  0.182
H22 -5.657 -1.097 0.955  0.138
H23 -5.869 -2.239 -0.325  0.218
N8 -0.509 1.333 5.758  -0.385
C8 0.431 1.376 6.657  0.672
N9 -0.001 1.724 7.786  -0.367
O5 1.587 1.244 6.343  -0.661
H24 -1.433 1.515 6.124  0.135
H25 -0.329 1.464 4.773  0.218
H26 -0.968 1.845 8.049  0.158
H27 0.663 2.074 8.462  0.231
N10 0.260 6.829 0.298  -0.399
C9 0.966 7.031 -0.758  0.653
N11 1.891 7.834 -0.485  -0.388
O6 0.802 6.465 -1.807  -0.681
H28 0.663 7.210 1.142  0.183
H29 -0.478 6.139 0.273  0.218
H30 2.481 8.094 -1.262  0.228
H31 1.820 8.482 0.287  0.189
N12 2.110 5.314 4.378  -0.385
C10 3.141 5.851 3.795  0.710
N13 3.458 5.216 2.739  -0.362
O7 3.658 6.888 4.179  -0.705
H32 1.805 4.410 4.045  0.173
H33 1.885 5.776 5.247  0.207
H34 2.810 4.560 2.325  0.153
H35 4.267 5.542 2.230  0.212
N14 -0.158 1.761 -0.719  -0.259
C11 0.100 1.318 0.412  0.786
N15 -0.162 0.034 0.451  -0.341
O8 0.652 1.867 1.294  -0.677
H36 -0.456 1.166 -1.479  0.038
H37 -0.331 2.746 -0.864  0.196
H38 -0.051 -0.516 1.291  0.147
H39 -0.741 -0.258 -0.323  0.081
N16 -0.592 -5.734 -1.071  -0.326
C12 -0.738 -6.861 -1.665  0.628
N17 0.300 -7.087 -2.397  -0.398
O9 -1.754 -7.534 -1.636  -0.662
H40 0.304 -5.352 -0.807  0.168
H41 -1.385 -5.203 -0.742  0.173
H42 1.184 -6.612 -2.287  0.184
H43 0.254 -8.015 -2.793  0.233

Forces on the atoms, in the same order (eV/Å):
C -0.030 0.930 -0.459
O 0.163 0.003 -0.155
C -2.094 -1.496 0.670
C 0.000 2.012 1.106
C -0.020 -1.041 0.038
N 0.229 0.266 -0.621
H 0.285 0.227 0.048
H 0.216 -0.214 -0.103
H 0.031 -0.228 -0.148
H 0.410 -0.109 -0.046
H 0.137 0.259 -0.039
H 0.277 -0.178 -0.126
H 0.460 -0.373 -0.428
H 0.150 -0.216 0.241
H 0.053 0.043 0.380
H -0.505 0.287 -0.145
H 0.338 -0.120 -0.061
N 4.246 -4.119 -1.887
C -3.081 2.139 1.298
N -0.002 4.110 0.829
O -1.368 0.080 0.331
H 0.193 -1.265 -0.136
H 0.375 0.315 -0.278
H -0.125 -0.675 -0.051
H -0.282 -0.462 -0.128
N -0.064 3.499 -0.538
C -1.580 0.763 1.458
N 2.541 -3.124 -4.007
O -0.951 -1.940 2.901
H 0.260 -0.003 -0.343
H -0.385 0.694 0.585
H -0.034 -0.148 0.371
H 0.142 0.217 -0.394
N 0.938 1.136 2.804
C 0.988 -2.077 -1.845
N -3.440 3.303 -2.003
O 0.423 -2.436 -0.624
H 0.285 0.838 0.454
H 0.903 -0.378 1.068
H -0.237 -0.265 -0.276
H 0.246 -0.119 0.376
N -3.989 -0.652 -2.886
C 2.845 -0.106 -4.024
N -1.463 1.864 7.672
O 2.283 -0.375 0.107
H -0.038 0.037 -0.899
H 0.113 -0.285 0.339
H 0.307 -0.040 -0.339
H -0.041 -0.449 -0.060
N -3.517 -1.167 3.906
C -2.099 -2.909 -2.093
N 6.309 5.315 -0.116
O -0.312 -0.951 -2.224
H -0.880 -0.701 0.290
H 0.261 0.277 0.363
H 0.030 0.180 0.291
H 0.240 -0.106 -0.335
N -2.796 -0.789 2.209
C 0.247 3.159 1.758
N 2.396 -2.330 -5.073
O 0.763 0.619 0.438
H -0.327 0.168 0.956
H -0.521 -0.743 -0.061
H 0.532 0.038 -0.173
H -0.370 -0.207 -0.144
N -2.179 4.714 -8.037
C 1.285 -3.228 3.184
N -1.210 -4.008 0.173
O 1.751 3.252 4.034
H -0.090 0.219 0.209
H 0.465 -0.110 0.019
H -0.036 0.142 -0.364
H -0.049 -1.008 0.725
N -0.341 5.698 3.749
C -2.972 -1.161 0.107
N 3.441 -3.170 -3.207
O -0.316 -0.561 -0.291
H -0.193 -0.085 -0.329
H -0.008 -0.546 0.294
H -0.341 -0.216 -0.123
H 0.726 0.089 -0.163

Formula: C12H43N2O11
Source: OMol25
Level of theory: the ωB97M-V functional and the def2-TZVPD basis

Calculated values
Total charge: -1
F_max, eV Å⁻¹: 4.76
Molecular weight, g mol⁻¹: 391.5
E_HOMO, eV: -4.746
Lowest unoccupied orbital energy, eV: 1.96

Last column: natural (NBO) charge in e.
Cartesian coordinates (Å):
C1 1.249 3.310 -3.763  -0.423
N1 1.788 2.140 -3.022  -0.666
C2 1.190 0.856 -3.456  0.018
N2 2.097 -0.261 -3.004  -0.855
C3 -0.305 0.631 -2.866  0.745
O1 -1.199 -0.039 -3.494  -0.748
O2 -0.588 1.245 -1.653  -0.901
H1 1.611 3.326 -4.856  0.175
H2 1.711 4.242 -3.266  0.204
H3 0.115 3.450 -3.668  0.185
H4 1.751 2.268 -2.002  0.385
H5 1.116 0.813 -4.603  0.183
H6 2.543 0.046 -2.116  0.385
H7 2.827 -0.422 -3.722  0.346
C4 -0.579 -0.857 1.590  -0.239
O3 0.269 -0.438 0.544  -0.756
H8 0.013 -1.000 2.497  0.146
H9 -1.340 -0.092 1.772  0.155
H10 -1.056 -1.802 1.317  0.167
H11 -0.293 -0.321 -0.241  0.515
C5 2.552 -1.810 4.534  -0.245
O4 3.411 -1.388 3.484  -0.732
H12 3.142 -1.953 5.438  0.198
H13 1.791 -1.045 4.715  0.157
H14 2.075 -2.755 4.260  0.153
H15 2.863 -1.269 2.697  0.468
C6 2.121 -5.046 6.434  -0.258
O5 2.740 -3.852 6.895  -0.730
H16 1.831 -4.912 5.391  0.182
H17 2.826 -5.878 6.510  0.157
H18 1.232 -5.254 7.033  0.186
H19 2.986 -3.997 7.817  0.461
C7 -3.631 -1.623 -0.415  -0.244
O6 -2.330 -1.565 -0.972  -0.745
H20 -3.707 -2.513 0.212  0.164
H21 -3.812 -0.734 0.196  0.155
H22 -4.373 -1.681 -1.217  0.159
H23 -2.290 -0.766 -1.524  0.504
C8 -2.339 1.004 -6.825  -0.240
O7 -1.731 2.200 -6.367  -0.742
H24 -2.637 1.137 -7.867  0.156
H25 -1.626 0.179 -6.755  0.171
H26 -3.223 0.786 -6.221  0.167
H27 -1.478 2.053 -5.444  0.487
C9 -1.343 5.552 -1.958  -0.249
O8 -0.040 5.634 -2.519  -0.722
H28 -1.400 4.662 -1.332  0.205
H29 -1.539 6.438 -1.346  0.140
H30 -2.085 5.479 -2.756  0.171
H31 -0.015 6.427 -3.068  0.454
C10 -1.590 -4.375 6.520  -0.251
O9 -1.125 -5.454 7.320  -0.731
H32 -0.744 -3.739 6.260  0.191
H33 -2.044 -4.764 5.604  0.167
H34 -2.324 -3.790 7.079  0.162
H35 -1.891 -6.000 7.535  0.464
C11 -3.968 2.823 -1.464  -0.241
O10 -3.008 2.651 -2.487  -0.762
H36 -4.755 3.487 -1.826  0.162
H37 -4.405 1.855 -1.201  0.153
H38 -3.495 3.269 -0.583  0.151
H39 -2.319 2.055 -2.137  0.513
C12 5.163 0.280 -0.273  -0.242
O11 3.840 0.401 -0.769  -0.729
H40 5.843 0.790 -0.956  0.178
H41 5.231 0.741 0.716  0.164
H42 5.439 -0.776 -0.211  0.160
H43 3.258 -0.058 -0.147  0.479

Forces on the atoms, in the same order (eV/Å):
C 0.536 1.070 0.727
N -0.514 0.091 -1.537
C 0.066 -0.443 0.402
N -0.661 0.606 -0.288
C -2.414 0.733 2.362
O 2.618 1.639 1.116
O 1.093 -2.141 -4.112
H -0.731 -0.331 1.534
H -0.787 -1.399 -0.868
H 1.433 -0.331 -0.391
H -0.488 -0.216 -0.768
H 0.053 0.241 1.678
H -0.259 -0.394 -1.345
H -0.576 0.438 0.892
C 0.095 0.027 -0.468
O 0.204 -0.241 0.299
H 0.032 0.055 -0.010
H -0.158 -0.115 0.218
H -0.177 -0.009 0.224
H 0.283 0.403 -0.148
C 0.013 0.178 -0.251
O 0.053 0.053 -0.217
H -0.027 -0.012 -0.188
H -0.123 -0.122 0.153
H -0.112 -0.018 0.220
H 0.147 0.020 0.129
C -0.008 -0.058 0.364
O 0.144 0.145 0.169
H 0.092 0.077 0.093
H -0.126 -0.139 -0.146
H -0.015 -0.202 -0.189
H -0.058 0.095 -0.201
C 0.420 0.238 -0.289
O -0.205 0.046 0.139
H 0.046 0.031 -0.035
H -0.258 -0.044 0.102
H -0.218 -0.013 0.139
H 0.401 -0.150 -0.263
C 0.164 0.071 0.344
O 0.099 0.146 -0.013
H 0.054 0.111 0.051
H -0.192 -0.169 -0.032
H -0.017 -0.224 -0.098
H -0.098 -0.006 -0.106
C -0.001 0.198 -0.114
O 0.039 0.448 0.109
H 0.094 0.019 -0.186
H -0.174 -0.024 0.095
H -0.154 -0.119 0.177
H 0.039 -0.213 0.079
C -0.193 -0.131 0.027
O -0.028 -0.182 0.155
H -0.023 -0.119 0.076
H -0.012 0.217 -0.077
H 0.003 0.156 -0.163
H 0.227 0.066 -0.010
C 0.556 -0.188 -0.368
O -0.381 0.154 0.068
H 0.028 -0.027 -0.003
H -0.187 0.068 0.219
H -0.210 0.007 0.213
H 0.488 -0.107 -0.123
C -0.275 -0.087 0.086
O 0.115 -0.019 0.416
H -0.143 -0.015 -0.005
H 0.228 -0.044 0.021
H 0.222 0.039 0.074
H -0.081 0.165 -0.157